{"formula": "C12H24O11", "method": "ωB97M-V/def2-TZVPD", "multiplicity": 1, "smiles": "OC[C@@H](O)[C@H](O)[C@H](O[C@@H]1O[C@@H](CO)[C@@H](O)[C@H](O)[C@@H]1O)[C@@H](O)CO", "species": ["O", "C", "C", "O", "C", "O", "C", "O", "C", "O", "C", "C", "O", "C", "O", "C", "O", "C", "O", "C", "O", "C", "O", "H", "H", "H", "H", "H", "H", "H", "H", "H", "H", "H", "H", "H", "H", "H", "H", "H", "H", "H", "H", "H", "H", "H", "H"], "xyz": [[1.333, 4.650, 2.319], [0.687, 3.721, 1.493], [1.123, 2.286, 1.833], [0.883, 2.045, 3.200], [0.364, 1.273, 0.942], [-0.949, 1.106, 1.422], [1.104, -0.074, 0.827], [0.430, -0.955, -0.057], [0.603, -0.755, -1.435], [-0.126, 0.333, -1.924], [-1.540, 0.190, -1.760], [-2.163, 1.485, -2.295], [-1.809, 1.730, -3.635], [-2.057, -1.062, -2.488], [-1.867, -1.009, -3.876], [-1.304, -2.309, -1.986], [-1.618, -2.665, -0.665], [0.208, -2.076, -2.142], [0.940, -3.149, -1.622], [1.187, -0.820, 2.177], [-0.104, -1.208, 2.609], [2.098, -2.053, 2.044], [1.879, -2.965, 3.087], [1.345, 4.280, 3.212], [-0.406, 3.790, 1.608], [0.952, 3.970, 0.464], [2.204, 2.190, 1.692], [-0.077, 1.952, 3.301], [0.286, 1.704, -0.063], [-0.955, 0.317, 1.994], [2.121, 0.114, 0.454], [1.655, -0.515, -1.650], [-1.783, 0.111, -0.692], [-3.251, 1.410, -2.267], [-1.846, 2.318, -1.654], [-0.843, 1.736, -3.679], [-3.127, -1.177, -2.245], [-2.057, -0.103, -4.174], [-1.602, -3.160, -2.608], [-1.250, -1.992, -0.075], [0.452, -1.973, -3.204], [0.412, -3.530, -0.904], [1.579, -0.134, 2.937], [-0.212, -2.152, 2.434], [3.147, -1.733, 1.997], [1.853, -2.591, 1.125], [2.099, -2.549, 3.929]], "nbo_charge": [-0.71, -0.08, 0.04, -0.73, 0.04, -0.75, 0.07, -0.58, 0.36, -0.56, 0.01, -0.08, -0.72, 0.06, -0.73, 0.06, -0.73, 0.03, -0.71, 0.04, -0.74, -0.10, -0.71, 0.48, 0.16, 0.18, 0.18, 0.48, 0.20, 0.50, 0.19, 0.17, 0.21, 0.19, 0.18, 0.48, 0.17, 0.50, 0.20, 0.49, 0.21, 0.48, 0.20, 0.50, 0.17, 0.20, 0.47]}



{"formula": "C12H24O8", "method": "ωB97M-V/def2-TZVPD", "multiplicity": 1, "de_lowest_ev": 0.0000, "species": ["C", "O", "C", "O", "O", "C", "H", "H", "H", "H", "H", "H", "C", "O", "C", "O", "O", "C", "H", "H", "H", "H", "H", "H", "C", "C", "O", "C", "H", "H", "H", "H", "H", "H", "C", "C", "O", "C", "H", "H", "H", "H", "H", "H"], "xyz": [[1.653, -1.559, 2.263], [1.502, -2.190, 0.992], [2.544, -2.410, 0.277], [3.612, -1.806, 0.475], [2.191, -3.434, -0.572], [3.086, -3.935, -1.489], [2.448, -2.040, 2.833], [0.701, -1.691, 2.778], [1.983, -0.524, 2.171], [3.546, -4.854, -1.125], [3.833, -3.188, -1.759], [2.494, -3.945, -2.404], [-7.152, 2.175, -2.323], [-6.264, 2.243, -1.161], [-5.133, 1.561, -1.092], [-4.621, 0.943, -2.032], [-4.645, 1.869, 0.123], [-3.497, 1.123, 0.560], [-6.956, 2.937, -3.078], [-8.194, 2.149, -2.007], [-6.871, 1.350, -2.977], [-3.612, 1.221, 1.639], [-2.575, 1.641, 0.296], [-3.490, 0.102, 0.178], [0.442, 0.435, -0.381], [-0.916, -0.048, 0.150], [-1.796, 0.768, 0.556], [-1.151, -1.524, 0.192], [0.287, 0.613, -1.445], [1.316, -0.168, -0.133], [0.581, 1.476, -0.091], [-2.199, -1.803, 0.298], [-0.773, -2.027, 1.082], [-0.734, -2.177, -0.575], [3.924, 2.948, 0.745], [4.486, 1.537, 0.823], [5.676, 1.285, 0.977], [3.432, 0.443, 0.729], [3.891, 3.441, 1.717], [2.914, 2.838, 0.348], [4.479, 3.578, 0.050], [3.897, -0.461, 1.120], [2.936, 0.389, -0.240], [2.725, 0.718, 1.513]], "nbo_charge": [-0.27, -0.50, 1.00, -0.65, -0.50, -0.26, 0.20, 0.20, 0.20, 0.20, 0.20, 0.20, -0.27, -0.51, 0.99, -0.68, -0.51, -0.26, 0.19, 0.20, 0.21, 0.19, 0.28, 0.17, -0.72, 0.59, -0.58, -0.74, 0.25, 0.23, 0.23, 0.24, 0.25, 0.24, -0.72, 0.60, -0.55, -0.73, 0.24, 0.20, 0.24, 0.30, 0.22, 0.19]}



{"formula": "C12H25AlO14S", "method": "ωB97M-V/def2-TZVPD", "multiplicity": 1, "de_lowest_ev": 3.0550, "species": ["Al", "S", "O", "O", "O", "O", "C", "C", "C", "O", "H", "H", "H", "H", "H", "H", "H", "C", "O", "C", "O", "O", "C", "H", "H", "H", "H", "H", "H", "C", "O", "C", "O", "O", "C", "H", "H", "H", "H", "H", "H", "C", "O", "C", "O", "O", "C", "H", "H", "H", "H", "H", "H"], "xyz": [[1.713, 0.267, 0.598], [5.147, 1.188, 1.004], [5.587, 1.736, 2.260], [4.439, -0.072, 1.318], [4.039, 1.920, 0.445], [6.256, 0.931, 0.073], [-3.474, 0.771, 0.485], [-2.570, 0.409, 1.653], [-2.943, -0.948, 2.278], [-1.201, 0.544, 1.180], [-3.298, 0.118, -0.370], [-3.445, 1.820, 0.191], [-4.497, 0.600, 0.819], [-2.909, 1.200, 2.322], [-3.051, -1.638, 1.441], [-3.941, -0.971, 2.717], [-2.234, -1.430, 2.951], [-1.425, -4.157, 1.981], [-0.053, -4.416, 2.053], [0.833, -3.521, 1.921], [0.762, -2.368, 1.526], [1.976, -4.237, 2.229], [3.145, -3.562, 2.283], [-1.759, -3.483, 1.192], [-1.789, -3.678, 2.889], [-2.099, -5.013, 1.944], [3.378, -3.261, 1.261], [3.882, -4.288, 2.627], [3.151, -2.695, 2.943], [-1.677, -2.764, -1.923], [-1.517, -1.768, -2.861], [-0.689, -0.727, -2.698], [0.052, -0.501, -1.729], [-0.839, 0.029, -3.836], [-0.341, 1.357, -3.929], [-0.832, -3.449, -1.859], [-2.582, -3.316, -2.178], [-1.880, -2.402, -0.914], [-1.218, 1.987, -3.780], [0.206, 1.434, -4.868], [0.443, 1.666, -3.238], [2.875, 4.607, -1.010], [1.667, 4.611, -1.635], [0.621, 3.761, -1.116], [0.801, 2.938, -0.247], [-0.506, 4.065, -1.648], [-1.650, 3.393, -1.165], [2.686, 4.855, 0.034], [3.574, 5.336, -1.419], [3.143, 3.555, -1.102], [-2.535, 3.641, -1.749], [-1.749, 3.618, -0.103], [-1.674, 2.306, -1.244]], "nbo_charge": [1.09, 2.54, -0.83, -0.77, -0.91, -0.85, -0.59, 0.06, -0.63, -0.57, 0.20, 0.21, 0.22, 0.16, 0.19, 0.21, 0.22, -0.27, -0.46, 1.00, -0.66, -0.49, -0.25, 0.19, 0.19, 0.21, 0.18, 0.20, 0.19, -0.25, -0.49, 1.01, -0.67, -0.50, -0.26, 0.19, 0.20, 0.19, 0.19, 0.21, 0.20, -0.25, -0.52, 1.01, -0.66, -0.47, -0.28, 0.18, 0.20, 0.20, 0.20, 0.21, 0.21]}



no.,HOMO energy (hartree),calculated total energy (eV),orbital gap (eV)
1,-0.362,-35354.927,10.232
2,-0.310,-29204.901,8.828
3,-0.295,-58936.831,2.602